Record 1
5
Properties=species:S:1:pos:R:3:forces:R:3:mulliken_charge:R:1 method="wB97M-V/def2-TZVPD" charge=0 gap_ev="7.90 / 9.72" relative_energy_kj_mol=231.6
N 0.698 0.330 0.352 1.4 1.4 -4.6 0.95
O -1.953 -0.776 -0.151 -0.9 -0.4 -0.9 -0.24
O -0.181 0.008 -0.361 0.8 0.1 2.0 -0.35
O 1.296 0.441 1.321 -0.3 -0.7 3.2 -0.45
Cl -2.002 -0.695 -1.793 -1.0 -0.4 0.3 0.08

***

Record 2
6
Properties=species:S:1:pos:R:3:forces:R:3:mulliken_charge:R:1 method="wB97M-V/def2-TZVPD" charge=0 gap_ev=9.64 relative_energy_kj_mol=21.0
N 1.183 0.151 1.507 -2.1 2.6 0.9 0.28
O 0.548 1.139 1.347 1.7 -2.3 0.3 -0.19
O -1.811 0.021 -2.037 0.0 0.6 -0.6 -0.41
O -1.081 -1.034 -0.018 0.4 0.3 0.4 -0.35
S -0.958 0.091 -0.897 -0.8 -0.9 -0.1 0.75
Cl 2.119 -0.369 0.098 0.7 -0.2 -1.0 -0.09

***

Record 3
7
Properties=species:S:1:pos:R:3:forces:R:3:mulliken_charge:R:1 method="wB97M-V/def2-TZVPD" smiles="O=[N+]([O-])S(=O)(=O)Cl" charge=0 gap_ev=9.48 relative_energy_kj_mol=111.4
O 1.629 0.465 -0.761 0.5 0.2 -0.2 -0.47
N 0.836 0.608 0.098 -1.7 -1.3 -1.3 0.91
O 0.755 1.176 1.108 0.6 1.2 1.3 -0.40
S -0.856 -0.488 -0.092 0.2 -3.0 6.6 0.91
O -0.809 -1.197 1.309 -0.5 3.3 -5.4 -0.47
O -0.992 -1.311 -1.223 0.3 -0.1 -1.3 -0.40
Cl -2.304 0.946 -0.202 0.5 -0.2 0.2 -0.08

***

Record 4
7
Properties=species:S:1:pos:R:3:forces:R:3:mulliken_charge:R:1 method="wB97M-V/def2-TZVPD" smiles="O=[N+]([O-])S(=O)(=O)Cl" charge=0 gap_ev=9.75 relative_energy_kj_mol=185.4
O -1.304 0.571 1.013 -0.7 0.1 0.7 -0.46
N -0.745 0.566 -0.024 1.1 -0.4 0.1 0.93
O -0.952 1.028 -1.083 -0.4 0.4 -0.7 -0.44
S 0.909 -0.437 0.077 1.8 -4.1 -7.2 0.87
O 1.110 -1.247 -1.409 -1.1 4.0 6.8 -0.46
O 0.937 -1.176 1.281 -0.2 0.1 0.4 -0.39
Cl 2.251 1.080 0.150 -0.5 -0.2 -0.1 -0.05

***

Record 5
8
Properties=species:S:1:pos:R:3:forces:R:3:mulliken_charge:R:1 method="wB97M-V/def2-TZVPD" charge=-2 gap_ev=7.58 relative_energy_kj_mol=72.2
O -2.283 -0.002 -0.349 -0.1 -0.5 0.0 -0.67
O 0.277 -1.055 -0.068 -1.9 2.2 0.3 -0.39
O -1.197 -0.229 2.030 -0.1 0.0 -0.5 -0.70
O -0.122 1.274 0.133 0.1 -1.7 0.3 -0.37
O 2.280 0.341 -0.066 1.9 0.6 1.3 -0.49
P -1.126 -0.025 0.562 1.8 0.1 0.1 0.94
S 1.014 0.276 -0.685 -1.7 -0.7 -1.3 0.68
Cl 2.721 -0.866 -3.821 0.1 0.0 -0.2 -1.00

***

Record 6
73
Properties=species:S:1:pos:R:3:forces:R:3:mulliken_charge:R:1 method="wB97M-V/def2-TZVPD" charge=+3 gap_ev="8.31 / 9.63" multiplicity=4 relative_energy_kj_mol=0.0
Cr -0.376 0.088 -0.134 -0.9 0.5 0.2 1.31
O 0.933 5.359 -0.327 -0.1 -0.1 0.5 -0.70
H 0.862 4.688 -1.006 -0.1 0.0 -0.4 0.40
H 1.265 6.130 -0.786 0.0 0.4 0.1 0.30
O 4.072 -0.756 1.454 -0.1 -0.1 -0.1 -0.57
H 4.217 -0.575 2.382 0.1 0.1 0.4 0.28
H 4.483 -1.608 1.308 0.4 0.0 -0.1 0.24
O 1.349 3.814 -2.504 0.0 -0.5 0.0 -0.58
H 1.164 4.202 -3.359 -0.2 0.2 -0.4 0.23
H 2.277 3.994 -2.354 0.6 0.1 0.0 0.30
O 0.086 1.279 1.534 -0.5 -1.9 -1.1 -0.12
H -0.334 2.139 1.511 -0.4 1.6 -0.3 0.16
H 0.751 1.354 2.219 0.8 -0.1 0.3 -0.01
O -0.486 -2.378 -3.389 0.1 0.0 0.1 -0.58
H -0.297 -3.313 -3.472 0.0 -0.5 0.0 0.23
H -0.849 -2.131 -4.240 0.0 0.2 -0.5 0.26
O -4.489 -0.391 -2.751 0.7 0.0 0.3 -0.59
H -4.742 -1.155 -2.233 -0.3 -0.2 0.2 0.31
H -5.053 -0.427 -3.524 -0.2 0.1 -0.3 0.30
O -2.361 3.250 -2.101 0.1 -0.4 0.3 -0.60
H -1.790 3.010 -2.831 0.0 0.0 -0.2 0.20
H -2.550 4.178 -2.239 -0.3 0.4 0.1 0.28
O -0.528 -3.619 0.011 -0.4 0.0 -0.3 -0.60
H 0.276 -3.826 -0.467 0.4 0.1 0.0 0.12
H -1.198 -4.168 -0.397 -0.3 -0.4 -0.2 0.22
O -3.401 0.208 2.344 0.2 0.4 -0.3 -0.57
H -3.965 0.973 2.451 -0.4 0.2 0.1 0.25
H -3.579 -0.331 3.115 -0.1 -0.7 0.6 0.20
O -0.651 3.723 1.166 -0.8 -0.6 0.2 -0.44
H -0.117 4.446 0.838 0.7 0.7 -0.3 0.26
H -1.449 4.141 1.489 -0.2 0.2 0.2 0.22
O 0.510 0.392 -3.922 -0.4 0.1 0.3 -0.53
H 0.030 1.070 -4.397 -0.2 0.1 -0.6 0.27
H 1.387 0.406 -4.305 0.4 0.0 -0.2 0.26
O -1.619 -0.621 -1.801 0.9 0.8 0.8 -0.39
H -2.488 -0.334 -2.082 -1.0 0.6 0.2 0.21
H -1.377 -1.302 -2.428 0.6 -0.9 -0.3 0.18
O 0.958 -1.213 1.247 -0.2 0.6 -1.0 0.39
H 1.461 -1.986 0.990 0.1 -0.6 -0.1 -0.10
H 1.241 -1.029 2.143 -0.3 0.3 1.0 0.08
O 3.132 -2.620 -2.302 -0.4 0.2 0.3 -0.46
H 3.771 -3.332 -2.257 0.2 -0.3 0.0 0.26
H 3.359 -2.145 -3.101 0.2 0.1 -0.3 0.24
O -3.204 -2.437 3.696 -0.3 0.6 -0.2 -0.64
H -2.275 -2.558 3.500 0.6 -0.3 -0.2 0.34
H -3.273 -2.585 4.639 -0.3 -0.1 0.3 0.33
O -2.108 1.300 -0.003 0.6 -0.7 0.0 -0.09
H -2.269 2.066 -0.554 0.3 0.9 -1.1 0.22
H -2.720 1.397 0.727 0.0 -0.6 0.7 0.13
O 0.265 1.554 -1.468 -1.2 -0.6 1.2 0.61
H 0.173 1.310 -2.389 0.2 -0.8 -0.8 0.02
H 0.890 2.279 -1.474 0.4 0.4 0.4 0.07
O -1.709 -1.204 0.846 0.4 0.2 -0.5 0.57
H -2.367 -0.909 1.475 -0.6 1.0 0.5 0.12
H -1.825 -2.153 0.804 0.6 -0.2 -0.4 0.16
O -0.576 -3.201 2.667 -0.2 0.3 0.9 -0.52
H -0.625 -4.035 3.135 0.1 -0.4 0.3 0.29
H -0.745 -3.428 1.753 0.4 -0.2 -0.4 0.29
O 1.656 2.758 3.541 -0.5 -0.6 -0.4 -0.59
H 1.888 2.300 4.348 0.2 0.2 0.5 0.29
H 2.496 3.001 3.152 0.3 0.3 -0.1 0.31
O 0.944 -1.137 -1.236 -0.6 0.1 0.0 0.13
H 1.814 -1.493 -1.053 0.7 0.0 0.3 0.08
H 0.700 -1.520 -2.078 -0.4 -0.2 -0.8 -0.08
O 2.356 -3.476 0.799 0.0 0.1 -0.3 -0.53
H 2.262 -4.412 0.626 -0.1 -0.4 0.2 0.27
H 3.302 -3.329 0.816 0.3 -0.1 0.0 0.15
O 2.486 0.825 -0.058 -0.5 0.6 -0.5 -0.33
H 2.936 0.214 0.526 0.4 -0.4 0.5 0.10
H 3.187 1.229 -0.569 0.3 0.1 -0.1 0.22
O 1.055 -0.739 3.817 0.3 0.3 0.1 -0.55
H 1.035 0.076 4.318 0.1 0.2 0.2 0.24
H 0.365 -1.276 4.206 -0.2 -0.4 0.0 0.24

***

Record 7
17
Properties=species:S:1:pos:R:3:forces:R:3:mulliken_charge:R:1 method="wB97M-V/def2-TZVPD" charge=0 gap_ev="7.37 / 6.08" multiplicity=5
Cr 28.907 3.624 -11.542 1.9 -1.2 2.4 0.48
N 30.411 4.607 -13.486 0.4 1.0 -2.4 1.57
O 30.697 4.527 -12.275 2.0 0.1 3.1 -0.58
O 31.077 5.050 -14.412 -0.6 -0.8 2.4 -0.56
O 29.265 4.190 -13.618 -3.6 -1.3 -2.0 -0.59
N 30.206 2.644 -9.475 1.7 -1.5 1.4 1.61
O 29.900 2.020 -10.509 -0.3 -2.5 -2.5 -0.53
O 29.800 3.783 -9.595 -1.7 5.1 0.2 -0.57
O 30.838 2.238 -8.523 -1.1 0.2 -1.6 -0.57
N 26.662 2.161 -11.409 -1.6 -1.4 2.6 1.60
O 27.019 2.935 -10.511 -0.9 2.7 3.8 -0.62
O 25.711 1.417 -11.396 0.3 0.9 -0.1 -0.59
O 27.536 2.181 -12.222 3.4 -1.5 -7.2 -0.66
N 27.244 6.473 -11.019 1.9 -1.2 -0.5 0.97
O 26.579 6.628 -10.035 -1.6 -1.1 2.8 -0.29
O 27.169 7.548 -11.589 0.5 1.5 -2.3 -0.28
O 27.939 5.524 -11.334 -0.7 0.9 -0.2 -0.40

***

Record 8
2
Properties=species:S:1:pos:R:3:forces:R:3:mulliken_charge:R:1 method="wB97M-V/def2-TZVPD" charge=0 gap_ev=7.19 relative_energy_kj_mol=52.8
Cs -1.006 -1.084 0.111 1.0 1.1 -0.1 0.94
F 1.006 1.084 -0.111 -1.0 -1.1 0.1 -0.94

***

Record 9
4
Properties=species:S:1:pos:R:3:forces:R:3:mulliken_charge:R:1 method="wB97M-V/def2-TZVPD" charge=+1 gap_ev=11.40 relative_energy_kj_mol=467.2
Cs -4.224 -28.103 24.342 -10.3 -12.5 -2.3 0.85
O -2.950 -26.675 24.613 8.9 10.4 1.9 -0.74
H -3.455 -26.165 25.246 0.5 1.2 0.8 0.45
H -2.718 -26.048 23.928 1.0 0.9 -0.4 0.44

***

The following E_tot values (in eV) correspond, in order, to the records above: -20146.60417, -30987.03270, -33032.59501, -33031.82831, -42888.13959, -78321.12154, -58934.06018, -3264.95659, -2617.84215.
The following molecular weight values (in g/mol) correspond, in order, to the records above: 97.5, 129.5, 145.5, 145.5, 178.5, 484.4, 300.0, 151.9, 150.9.